Record 1
C67H78Cl2N3O6P3SSiTi | ωB97M-V/def2-TZVPD

Element x y z (Å)
Ti: 1.0872 1.2197 -0.1018
C: 3.2535 -4.5490 -2.6769
C: 2.4156 -3.7888 -3.7110
C: 1.2865 -4.7131 -4.1614
P: 1.9535 -2.1094 -2.9071
C: 3.3224 -1.1040 -3.7769
C: 3.1845 -0.7899 -5.2623
C: 4.7092 -1.6918 -3.5098
C: 0.4425 -1.5871 -3.8221
C: 0.3346 -1.8978 -5.1815
C: -0.8132 -1.6554 -5.9105
C: -1.9195 -1.1308 -5.2508
C: -1.8371 -0.8194 -3.9106
C: -0.6657 -0.9761 -3.1402
Si: -0.6002 -0.2678 -1.3267
C: 2.1504 1.6056 -1.9316
C: 1.5403 1.6795 -3.2018
C: 2.2033 2.1171 -4.3351
C: 3.5504 2.4478 -4.2711
C: 4.1982 2.3959 -3.0477
C: 3.5139 2.0123 -1.8946
P: 4.0926 2.2169 -0.1748
C: 4.7970 0.5276 0.2636
C: 3.7463 -0.5238 -0.0668
C: 5.1524 0.5572 1.7664
C: 5.7453 3.1356 -0.2738
C: 5.5218 4.5484 -0.8250
C: 6.9094 2.4249 -0.9835
C: -2.5170 -0.1540 -0.8800
C: -3.2344 0.7712 -1.6609
C: -4.5793 1.0260 -1.4885
C: -5.2623 0.4119 -0.4576
C: -4.5779 -0.4315 0.3920
C: -3.2270 -0.7463 0.2051
P: -2.4460 -1.9103 1.4034
C: -3.9001 -3.1278 1.5781
C: -3.5279 -4.2238 2.5813
C: -4.3092 -3.7456 0.2453
C: -2.8104 -1.0049 3.0319
C: -2.0189 -1.6310 4.1958
C: -2.4823 0.4796 2.9421
H: 3.5094 -5.5454 -3.0535
H: 2.6929 -4.6626 -1.7499
H: 4.1762 -4.0275 -2.4271
H: 3.0347 -3.5686 -4.5882
H: 0.4943 -4.1903 -4.6883
H: 0.8513 -5.2124 -3.3041
H: 1.6939 -5.4802 -4.8282
H: 3.2584 -0.1517 -3.2496
H: 2.2316 -0.3135 -5.4738
H: 3.9767 -0.0931 -5.5491
H: 3.2820 -1.6852 -5.8840
H: 4.8918 -2.5737 -4.1280
H: 4.8320 -1.9724 -2.4634
H: 5.4744 -0.9492 -3.7539
H: 1.1761 -2.3408 -5.6963
H: -0.8537 -1.8853 -6.9692
H: -2.8438 -0.9571 -5.7918
H: -2.7184 -0.4236 -3.4290
H: 0.4922 1.4253 -3.3047
H: 1.6694 2.1924 -5.2772
H: 4.0862 2.7460 -5.1663
H: 5.2408 2.6836 -3.0112
H: 5.6933 0.3155 -0.3223
H: 2.7569 -0.1910 0.2709
H: 3.9578 -1.4889 0.3966
H: 3.6801 -0.6682 -1.1403
H: 4.8931 1.5217 2.2149
H: 6.2194 0.3935 1.9319
H: 4.6038 -0.2136 2.3099
H: 6.0125 3.2452 0.7842
H: 5.1461 4.5133 -1.8459
H: 6.4587 5.1134 -0.8035
H: 4.7833 5.0785 -0.2220
H: 6.5687 1.7357 -1.7543
H: 7.5166 1.8533 -0.2802
H: 7.5642 3.1616 -1.4571
H: -2.6977 1.3457 -2.4063
H: -5.0917 1.7284 -2.1370
H: -6.3161 0.6138 -0.2968
H: -5.1158 -0.8503 1.2350
H: -4.7694 -2.5865 1.9691
H: -2.5091 -4.5722 2.4149
H: -4.2078 -5.0774 2.4925
H: -3.5855 -3.8499 3.6042
H: -3.5182 -4.3808 -0.1374
H: -4.5244 -2.9743 -0.4957
H: -5.2072 -4.3595 0.3739
H: -3.8843 -1.1111 3.2310
H: -1.1526 -1.0121 4.4344
H: -1.6370 -2.6179 3.9503
H: -2.6355 -1.7035 5.0960
H: -1.4223 0.6153 2.7304
H: -2.7134 0.9741 3.8911
H: -3.0530 0.9732 2.1556
O: 2.8686 -3.6692 1.0249
S: 1.4918 -3.2977 1.3279
O: 0.9275 -3.9555 2.5006
N: 1.3406 -1.6683 1.3937
C: 1.8839 -1.1495 2.5420
C: 2.5206 -1.9463 3.5208
C: 2.8272 -1.5053 4.7958
C: 2.5840 -0.2123 5.1607
C: 2.1857 0.6978 4.1704
C: 2.1418 2.0629 4.4972
C: 1.9744 2.9764 3.5006
C: 1.8072 2.5303 2.1990
N: 1.7160 1.2483 1.8383
C: 1.8840 0.2830 2.8243
C: 0.5760 -4.2219 0.0395
C: -0.2875 -3.8228 -0.9556
C: -0.9520 -4.7676 -1.7270
C: -0.7633 -6.1207 -1.5074
C: 0.1217 -6.5290 -0.5177
C: 0.7917 -5.5848 0.2418
H: 2.7583 -2.9632 3.2788
H: 3.2654 -2.2018 5.5011
H: 2.7662 0.1454 6.1667
H: 2.3034 2.3603 5.5260
H: 1.9943 4.0398 3.7001
H: 1.7647 3.2684 1.4076
H: -0.4814 -2.7772 -1.1280
H: -1.6177 -4.4230 -2.5085
H: -1.2952 -6.8527 -2.1033
H: 0.2935 -7.5829 -0.3377
H: 1.4791 -5.8894 1.0173
Cl: -5.4337 0.7149 3.6663
C: -6.3451 1.7133 2.5860
C: -7.6752 1.3632 2.3885
C: -8.4364 2.0178 1.4385
C: -7.8640 3.0139 0.6653
C: -6.5495 3.3788 0.8975
Cl: -5.8684 4.6592 -0.0471
C: -5.7447 2.7756 1.8820
N: -4.4535 3.2460 2.0508
C: -3.7752 3.4107 3.2489
C: -4.4570 3.4677 4.4694
C: -3.7744 3.5603 5.6691
C: -2.3897 3.6057 5.6709
C: -1.7168 3.6667 4.4589
C: -2.3826 3.6244 3.2405
C: -1.6174 3.9131 1.9753
C: -1.6417 2.7987 0.8932
O: -2.6381 2.7695 0.1604
O: -0.6376 2.0387 0.8598
H: -8.0877 0.5483 2.9666
H: -9.4726 1.7435 1.2900
H: -8.4283 3.5188 -0.1056
H: -3.8721 3.2708 1.1931
H: -5.5383 3.4450 4.4695
H: -4.3281 3.5837 6.6000
H: -1.8398 3.6289 6.6037
H: -0.6369 3.7549 4.4535
H: -0.5791 4.1225 2.2318
H: -2.0480 4.8009 1.5001
C: -0.4466 4.5855 -2.0572
O: -0.1623 3.2860 -1.5577
C: 0.9882 3.1326 -0.8365
O: 1.7097 4.1045 -0.6295
H: 0.1081 4.7606 -2.9843
H: -0.1612 5.3447 -1.3273
H: -1.5191 4.6216 -2.2381

Forces on the atoms, in the same order (eV/Å):
Ti -1.81 -1.56 -1.90
C 0.12 0.10 -0.10
C -0.17 0.13 0.10
C 0.08 0.12 -0.04
P 0.54 -0.22 -0.54
C -0.19 0.09 0.19
C 0.01 -0.10 0.11
C -0.11 0.09 0.11
C -0.47 0.17 0.32
C -0.05 0.09 -0.05
C -0.18 0.08 0.04
C 0.10 -0.09 -0.28
C 0.05 0.01 0.29
C 0.38 -0.18 -0.42
Si 0.04 0.32 0.55
C 0.72 0.11 -0.91
C -0.11 -0.17 -0.08
C 0.07 -0.01 0.04
C -0.04 0.04 -0.07
C 0.06 -0.09 -0.07
C -0.29 0.02 0.21
P 1.25 -0.63 -0.33
C -0.27 0.20 0.11
C 0.32 0.31 -0.30
C 0.03 0.04 -0.11
C -0.33 0.18 0.02
C -0.06 -0.09 0.22
C -0.08 -0.01 0.03
C 0.08 -0.15 0.44
C 0.12 -0.04 0.10
C -0.02 0.08 -0.25
C -0.21 -0.02 0.13
C -0.02 0.00 0.06
C 0.26 0.33 -0.62
P -0.60 -0.03 0.25
C 0.20 -0.09 -0.08
C -0.08 0.16 0.05
C -0.02 0.20 0.04
C 0.31 -0.01 -0.17
C -0.02 0.01 -0.12
C 0.03 -0.18 0.05
H 0.03 -0.01 0.00
H -0.03 -0.05 0.05
H 0.01 -0.06 0.03
H -0.02 0.02 0.04
H -0.10 -0.08 -0.04
H -0.05 -0.08 0.04
H -0.01 -0.05 0.01
H 0.10 -0.02 -0.03
H 0.03 0.03 -0.11
H 0.03 -0.02 -0.03
H 0.00 -0.05 -0.02
H 0.04 -0.03 0.03
H 0.09 0.00 0.02
H 0.00 0.02 -0.02
H 0.02 -0.06 0.07
H 0.01 -0.03 0.00
H -0.02 -0.01 0.03
H 0.01 -0.09 -0.11
H 0.04 0.05 0.08
H -0.01 -0.05 0.01
H 0.01 0.06 0.04
H -0.01 0.00 0.06
H -0.04 0.03 -0.03
H 0.26 -0.49 0.06
H -0.20 0.03 0.09
H -0.09 -0.01 -0.01
H 0.00 -0.03 0.13
H 0.03 0.00 0.01
H 0.03 0.00 0.04
H 0.00 -0.01 -0.04
H 0.03 0.12 -0.04
H -0.02 0.04 -0.05
H -0.06 0.03 -0.05
H 0.06 -0.01 -0.04
H -0.03 -0.06 0.00
H 0.04 0.00 -0.01
H 0.03 0.02 -0.03
H 0.04 0.06 0.00
H -0.02 0.00 0.04
H 0.02 0.01 -0.05
H 0.14 -0.02 0.03
H 0.09 -0.12 -0.04
H -0.01 0.01 0.02
H 0.04 -0.05 0.04
H 0.23 -0.18 -0.16
H 0.00 -0.07 -0.04
H 0.03 -0.02 0.00
H 0.27 -0.17 -0.16
H 0.07 -0.01 -0.01
H 0.05 -0.18 0.07
H 0.02 0.00 0.03
H 0.10 0.04 0.00
H 0.13 -0.08 -0.03
H 0.08 -0.01 0.02
O 0.09 0.03 -0.04
S 0.00 0.19 0.14
O -0.09 0.13 0.04
N -0.06 -0.77 -0.04
C -0.14 -0.51 -0.04
C 0.05 0.34 -0.18
C 0.04 0.12 0.15
C 0.09 -0.06 0.29
C -0.17 -0.15 -0.31
C 0.01 0.06 -0.34
C 0.11 0.23 0.46
C -0.11 -0.40 -0.55
N 0.03 -0.35 2.98
C 0.28 0.16 0.14
C -0.05 0.38 0.20
C -0.09 0.32 0.09
C -0.17 -0.07 0.04
C -0.09 0.05 0.02
C 0.09 0.12 -0.03
C 0.09 -0.14 0.04
H 0.02 -0.06 0.09
H -0.04 -0.04 0.02
H 0.03 0.04 -0.01
H 0.00 0.01 0.02
H -0.02 0.03 -0.07
H -0.12 -0.04 -0.07
H 0.06 0.24 0.05
H -0.04 0.02 -0.01
H 0.00 0.00 -0.02
H 0.01 -0.01 0.02
H -0.02 -0.07 0.00
Cl -0.49 0.25 0.06
C -0.11 0.03 -0.03
C 0.14 0.09 -0.04
C -0.12 -0.05 -0.03
C 0.19 0.00 0.06
C -0.14 -0.05 0.07
Cl 0.01 0.09 -0.13
C -0.07 0.15 0.17
N -0.03 -0.09 0.08
C -0.22 0.21 0.23
C 0.01 0.06 -0.10
C 0.07 -0.06 -0.03
C 0.02 0.02 0.14
C -0.08 0.05 -0.03
C 0.05 0.06 0.08
C 0.08 -0.30 -0.29
C -0.02 0.44 0.06
O 0.08 0.00 -0.02
O 0.36 -0.29 0.23
H 0.01 -0.01 0.02
H 0.01 -0.04 -0.03
H 0.01 0.04 0.00
H 0.02 -0.09 -0.07
H -0.04 -0.07 -0.01
H -0.01 -0.02 0.00
H 0.01 0.01 -0.01
H 0.01 0.03 -0.05
H -0.02 0.02 0.01
H 0.02 0.01 0.02
C 0.13 0.05 0.09
O -0.15 0.36 -0.21
C -0.29 1.60 -0.22
O -0.34 0.08 0.02
H -0.02 0.04 0.00
H -0.02 0.05 -0.07
H -0.01 -0.06 -0.04

Computed properties:
Net charge ... -2
Kohn-Sham gap (alpha / beta) ... 3.95 / 4.06 eV
Relative energy (zero: lowest compared OMol25 entry of this formula, charge and spin) ... 297.10 kJ/mol
F_max ... 3.047 eV Å⁻¹
HOMO level (alpha / beta) ... -0.18 / -0.30 eV
E ... -182239.1692 eV

Here are the Löwdin charges for atoms 1 to 4, given in e: atom 1 (Ti): 0.68, atom 2 (C): -0.13, atom 3 (C): -0.53, atom 4 (C): -0.11

---

Record 2
C18H38LuN6SSi | ωB97M-V/def2-TZVPD

Element x y z (Å)
Lu: -0.5042 -0.0087 0.2872
C: 0.3006 2.3136 3.3038
C: 1.3113 1.2697 2.9469
C: 2.5820 1.1919 3.4825
C: 3.4540 0.2146 3.0037
C: 3.0498 -0.6742 2.0287
C: 1.7461 -0.5766 1.5306
N: 0.9072 0.4013 1.9966
N: 1.1582 -1.3652 0.5809
Si: 1.7997 -1.4973 -1.0362
C: 0.1616 -2.0265 -1.9578
C: 2.0268 0.3726 -1.5454
C: 3.3154 -2.5497 -1.4273
H: 0.0513 2.2801 4.3630
H: -0.6180 2.1557 2.7115
H: 0.6947 3.3064 3.0899
H: 2.8963 1.8870 4.2433
H: 4.4552 0.1624 3.4006
H: 3.7079 -1.4405 1.6530
H: -0.7652 -1.5006 -1.5967
H: -0.0090 -3.0939 -1.8528
H: 0.2558 -1.8370 -3.0244
H: 1.2971 1.0439 -1.0302
H: 1.9396 0.5211 -2.6195
H: 3.0175 0.7205 -1.2587
H: 3.1495 -3.5912 -1.1716
H: 4.1908 -2.2154 -0.8791
H: 3.5611 -2.5133 -2.4847
N: -3.0453 -4.1290 3.4164
C: -1.6096 -4.1012 3.0314
C: -1.3973 -3.1315 1.8652
N: -1.8294 -1.7533 2.1800
C: -3.2441 -1.7973 2.6019
C: -3.4957 -2.7581 3.7711
H: -3.1915 -4.7679 4.2085
H: -3.6133 -4.4959 2.6392
H: -1.2777 -5.0986 2.7413
H: -1.0302 -3.7934 3.9044
H: -1.9758 -3.4730 0.9994
H: -0.3338 -3.1199 1.5949
H: -1.2739 -1.4283 2.9836
H: -3.8445 -2.1077 1.7408
H: -3.5738 -0.8004 2.9040
H: -4.5601 -2.7621 4.0125
H: -2.9505 -2.4420 4.6630
C: 1.3167 3.7791 -3.3605
N: 0.3126 3.3672 -2.3924
C: 0.5118 3.9464 -1.0801
C: -0.6723 2.5181 -2.6817
S: -1.6109 1.7436 -1.4131
N: -1.0567 2.2793 -3.9293
C: -1.7979 1.0832 -4.2743
C: -1.0843 3.2969 -4.9685
H: 2.2946 3.7599 -2.8767
H: 1.1431 4.7984 -3.7098
H: 1.3412 3.1038 -4.2116
H: 0.6272 5.0279 -1.1865
H: 1.4251 3.5543 -0.6166
H: -0.3473 3.7588 -0.4354
H: -1.4187 0.2254 -3.7204
H: -1.6619 0.8977 -5.3380
H: -2.8637 1.2025 -4.0755
H: -0.8025 4.2699 -4.5828
H: -2.1074 3.3701 -5.3403
H: -0.4353 3.0264 -5.8021

Forces on the atoms, in the same order (eV/Å):
Lu -0.01 -0.34 0.38
C -0.11 -0.01 -0.05
C -0.07 0.28 0.03
C -0.34 -0.04 -0.17
C -0.17 0.05 -0.04
C -0.26 0.00 -0.14
C 0.52 0.21 0.77
N 0.07 -0.26 -0.40
N -0.28 -0.12 -0.62
Si -0.11 0.25 -1.10
C 0.80 0.34 0.66
C -0.11 -0.91 0.46
C -0.77 0.35 0.27
H -0.04 0.04 0.04
H 0.28 0.19 0.29
H -0.08 0.07 0.03
H 0.00 0.09 0.08
H 0.15 -0.05 0.05
H 0.07 -0.10 -0.03
H 0.26 -0.31 -0.44
H -0.17 -0.14 0.19
H -0.18 0.21 -0.08
H 0.30 0.03 -0.36
H -0.21 0.06 -0.07
H 0.05 0.12 0.19
H -0.10 -0.19 0.08
H 0.11 0.16 0.12
H -0.05 0.11 -0.20
N -0.25 -0.40 0.10
C 0.79 0.02 -0.51
C 0.21 -0.13 0.13
N 0.38 0.33 -0.07
C -0.09 0.05 0.10
C -0.38 0.89 -0.02
H -0.01 0.07 -0.13
H 0.12 0.03 0.21
H -0.17 -0.03 0.09
H -0.14 -0.03 0.03
H 0.13 0.03 -0.02
H -0.27 -0.08 0.03
H -0.13 -0.05 -0.36
H 0.01 0.11 0.04
H -0.03 -0.14 -0.04
H 0.08 -0.17 -0.01
H 0.02 -0.15 -0.04
C 0.34 0.13 -0.40
N -0.40 -0.32 -0.09
C -0.10 0.28 0.56
C 0.14 0.07 0.16
S 0.19 -0.49 0.69
N 0.25 0.05 0.27
C -0.24 -0.51 -0.10
C 0.07 0.41 -0.45
H -0.08 -0.05 0.05
H 0.00 -0.04 0.00
H -0.03 0.01 0.05
H 0.03 -0.09 -0.01
H -0.10 0.00 -0.09
H 0.18 0.05 -0.14
H -0.07 0.07 -0.07
H 0.02 0.01 0.00
H -0.02 0.01 0.00
H -0.01 -0.01 0.03
H 0.01 -0.03 0.02
H 0.00 0.04 0.02

Computed properties:
Net charge ... +3
Kohn-Sham gap ... 7.79 eV
Relative energy (zero: lowest compared OMol25 entry of this formula, charge and spin) ... 28.72 kJ/mol
F_max ... 1.134 eV Å⁻¹
HOMO level ... -16.39 eV
E ... -80535.5712 eV

Here are the Löwdin charges for atoms 1 to 4, given in e: atom 1 (Lu): 1.56, atom 2 (C): -0.01, atom 3 (C): -0.31, atom 4 (C): 0.01

---

Record 3
C8H10ClNO2 | ωB97M-V/def2-TZVPD

Element x y z (Å)
C: 2.4974 -1.1660 0.1194
C: 1.3189 -2.0121 0.3656
C: 2.2954 0.0868 -0.3221
C: 0.0563 -1.6070 0.0735
C: 1.0037 0.7472 -0.4087
C: -0.1542 -0.2244 -0.3041
C: 0.9000 1.9343 0.7734
C: -4.5322 -0.7465 -0.6940
N: -1.4127 0.0146 -0.2763
O: -1.6407 1.3569 -0.5347
O: -3.5570 -1.4313 -0.7183
Cl: -5.4428 -0.0512 0.6341
H: 3.5338 -1.5151 0.3205
H: 1.5063 -3.0492 0.5965
H: 3.1150 0.7268 -0.6109
H: -0.7732 -2.1376 0.3424
H: 0.9102 1.3125 -1.3236
H: 1.8471 2.5565 0.7739
H: 0.8604 1.2149 1.6350
H: 0.1030 2.4978 0.5454
H: -5.0457 -0.5603 -1.6109
H: -2.6877 1.4638 -0.2135

Forces on the atoms, in the same order (eV/Å):
C 0.02 0.58 -0.02
C -0.30 -0.28 -0.86
C 1.24 -0.55 0.20
C 4.10 1.13 0.40
C -1.57 1.56 0.58
C -0.53 -0.34 0.91
C 4.21 -4.37 -0.29
C 1.01 -1.54 -1.10
N 0.83 0.92 -0.26
O -4.84 1.03 1.20
O -1.16 0.62 1.26
Cl 0.46 -0.06 0.48
H -1.01 0.03 -0.37
H -0.09 -0.11 0.48
H 0.40 -0.03 0.20
H -2.03 -1.59 0.19
H 0.00 0.08 -0.57
H -1.03 -0.93 0.05
H -0.25 1.60 -0.12
H -2.99 1.86 -0.20
H -0.68 0.66 -0.74
H 4.21 -0.27 -1.42

Computed properties:
SMILES ... C[C@H]1C=CC=C/C1=N/O.O=CCl
Kohn-Sham gap ... 8.35 eV
Relative energy (zero: lowest compared OMol25 entry of this formula, charge and spin) ... 409.20 kJ/mol
F_max ... 6.078 eV Å⁻¹
HOMO level ... -7.83 eV
E ... -26561.5600 eV

Here are the Löwdin charges for atoms 1 to 4, given in e: atom 1 (C): -0.08, atom 2 (C): -0.06, atom 3 (C): -0.11, atom 4 (C): -0.02